52
Properties=species:S:1:pos:R:3:forces:R:3:mulliken_spin:R:1 method="wB97M-V/def2-TZVPD" charge=+2 e_tot_ha=-1421.2308 multiplicity=5
H 4.7382 -0.8086 -5.1180 -0.2 0.0 0.4 0.00
H 2.7005 -5.5840 2.1247 -0.3 0.5 -0.3 0.00
H -4.1599 5.2771 2.2360 0.1 -0.2 0.1 0.00
H -4.3949 1.2811 -0.7638 0.1 0.1 0.0 0.00
C 4.0802 -0.7931 -4.2455 -0.1 0.3 0.3 0.01
H 3.9988 0.2785 -0.9906 -0.2 -0.1 -0.5 0.00
C 3.6372 -0.1636 -1.9304 -0.1 -0.2 0.0 -0.01
H -2.2698 -1.0598 2.2807 -0.1 0.0 0.1 0.01
H -2.7122 -0.4523 -2.0366 -0.2 0.0 -0.2 0.03
C -2.1941 -1.1656 0.0436 -0.8 1.0 -0.6 0.01
C 2.2484 -3.3395 -0.4087 1.4 -1.4 0.0 0.22
C 2.2770 -4.7368 1.5617 1.8 -1.0 -1.2 0.21
N -1.5943 3.0785 0.0967 -0.8 1.6 -0.6 0.00
C 1.2468 -3.9673 2.1364 -1.3 1.3 -0.2 0.24
H 1.0101 -1.8806 -3.2831 0.3 0.3 -0.2 -0.01
H 0.3328 1.3643 -0.1767 2.2 -0.2 0.9 0.00
H -2.5393 4.7694 1.0097 0.2 -0.9 0.0 0.00
Si 0.8001 -0.8977 -0.8097 1.7 -1.5 -1.2 0.72
C 2.8044 -1.3518 -4.3421 0.0 -0.2 0.2 0.02
C -3.4016 5.1872 3.0190 0.4 0.0 1.0 0.00
H 3.5688 -5.0315 -0.1580 -0.1 0.0 0.1 0.00
C -3.7218 0.5812 -0.2900 1.2 -1.0 -0.1 -0.06
H -0.6664 3.5074 0.1408 -0.2 0.0 -0.1 0.00
H 1.1843 2.0030 1.2880 -0.2 -0.3 -0.1 0.04
H 2.4377 -1.8142 -5.2732 0.4 0.3 0.5 0.00
H -3.8135 5.5238 3.9736 0.1 0.1 -0.4 0.00
O -1.9622 1.9869 2.4708 -0.5 1.8 -0.2 0.04
H 1.8819 0.5552 0.6904 0.8 -1.0 -0.5 -0.05
C 0.7155 -2.8666 1.4210 0.4 0.0 -0.6 -0.01
O -3.0592 3.7822 3.3095 0.6 0.2 -1.5 0.00
H -4.1656 0.8413 1.8908 0.2 0.1 0.0 0.00
H 5.5072 0.2329 -2.9830 -0.4 -0.1 0.1 0.00
Ru -1.5206 0.8767 0.1258 -1.0 1.4 1.8 1.74
C -3.6050 0.3357 1.1201 0.4 -1.2 -0.2 0.17
C -2.4505 3.1170 2.3130 0.3 -0.8 1.2 -0.01
H -2.4802 5.7847 2.7891 -0.8 -0.6 0.2 0.00
C -2.8500 -0.3468 -0.9757 -0.8 -1.2 0.9 0.12
H -2.0033 3.3297 -0.8322 0.4 -0.2 1.0 0.00
C 1.2640 -2.5164 0.1644 -2.3 1.0 1.4 0.24
H 2.6141 -3.1120 -1.4070 -0.1 -0.1 0.1 0.03
C -2.6310 -0.6985 1.3336 -1.0 0.7 -0.9 0.02
C 0.9501 1.0302 0.7866 -3.0 3.6 0.9 0.18
H -0.1168 -2.2714 1.8264 0.6 -0.4 0.0 0.00
C 4.5027 -0.1906 -3.0385 -0.6 -0.5 -0.2 -0.01
N -2.4323 3.7504 1.1004 0.9 -0.6 -1.3 0.00
H 0.1730 0.5409 1.4311 1.2 -0.1 0.2 -0.04
H -0.3295 -1.1971 -1.6845 -0.1 -0.3 -0.5 0.06
H 0.8574 -4.2240 3.1230 0.1 0.1 -0.3 0.00
C 2.3464 -0.7491 -2.0118 -0.6 0.2 0.2 0.04
H -1.5552 -2.0042 -0.1256 0.1 -0.3 -0.1 0.00
C 2.7827 -4.4374 0.2942 -0.4 0.0 0.9 0.00
C 1.9689 -1.3549 -3.2167 0.2 -0.1 -0.6 0.03